This record from the OMol25 dataset describes 6 unconnected molecules or ions with the total composition C30H30BF43O8S in a non-equilibrium geometry. The level of theory is wB97M-V/def2-TZVPD.

Output
* gap between HOMO and LUMO: 10.32 eV
* energy: -6480.25499 Ha
* HOMO level: -10.619 eV
* structure (SMILES): FC(F)C(F)(F)COC(F)(F)C(F)F.FC(F)C(F)(F)COC(F)(F)C(F)F.FC(F)C(F)(F)COC(F)(F)C(F)F.FC(F)C(F)(F)COC(F)(F)C(F)F.FC(F)C(F)(F)COC(F)(F)C(F)F.O=[SH](=O)CBCCOCC(F)(F)F

Geometry as ORCA input:
```
! RIJCOSX wB97M-V def2-TZVPD def2/J DEFGRID3
* xyz 0 1
O -0.209 2.573 3.294
S 1.008 3.435 3.016
O 0.932 4.159 1.696
C 1.451 4.528 4.431
B 0.376 5.702 4.756
C -0.570 6.464 3.692
C -2.088 5.978 3.989
O -2.272 4.751 3.226
C -3.617 4.262 3.489
C -3.602 3.102 4.570
F -4.931 2.793 4.930
F -2.946 3.440 5.764
F -3.043 1.961 3.964
H 2.067 2.520 2.882
H 2.469 4.983 4.192
H 1.525 3.864 5.354
H 0.310 6.062 5.893
H -0.543 7.592 3.899
H -0.358 6.231 2.605
H -2.221 5.781 5.107
H -2.859 6.763 3.685
H -4.300 5.133 3.742
H -4.000 3.806 2.516
C 2.894 -1.347 1.067
C 2.125 -2.674 0.883
C 1.735 -3.038 -0.551
F 0.911 -2.133 -1.111
F 1.070 -4.219 -0.572
F 1.043 -2.673 1.695
F 2.940 -3.667 1.347
O 2.138 -0.194 1.468
C 1.495 0.559 0.461
C -0.033 0.540 0.592
F -0.524 -0.717 0.535
F -0.605 1.231 -0.423
F 1.928 0.156 -0.749
F 1.937 1.828 0.609
H 3.576 -1.514 1.905
H 3.547 -1.126 0.220
H 2.618 -3.143 -1.187
H -0.348 0.984 1.540
C 1.355 1.518 -4.121
C -0.054 1.233 -4.688
C -0.262 -0.140 -5.329
F 0.539 -0.341 -6.395
F -1.535 -0.260 -5.786
F -0.391 2.227 -5.544
F -0.924 1.328 -3.642
O 2.258 2.274 -4.943
C 3.014 1.580 -5.909
C 2.666 2.004 -7.341
F 1.364 1.802 -7.621
F 3.377 1.278 -8.239
F 2.899 0.254 -5.709
F 4.307 1.884 -5.660
H 1.199 2.159 -3.249
H 1.829 0.619 -3.721
H -0.092 -0.937 -4.610
H 2.884 3.063 -7.497
C 1.262 -7.694 -0.916
C 2.561 -7.173 -1.570
C 3.008 -7.889 -2.846
F 3.273 -9.193 -2.647
F 4.156 -7.335 -3.316
F 3.548 -7.163 -0.641
F 2.340 -5.867 -1.895
O 1.396 -8.601 0.190
C 1.558 -9.974 -0.092
C 2.916 -10.511 0.373
F 3.940 -9.853 -0.205
F 3.052 -11.817 0.039
F 1.319 -10.200 -1.396
F 0.575 -10.611 0.582
H 0.780 -6.817 -0.475
H 0.545 -8.060 -1.655
H 2.251 -7.805 -3.631
H 3.022 -10.415 1.456
C -5.611 6.556 8.958
C -6.264 6.832 7.585
C -5.377 6.617 6.357
F -4.300 7.425 6.351
F -6.067 6.898 5.221
F -6.788 8.080 7.594
F -7.324 5.980 7.475
O -5.111 7.684 9.692
C -3.809 8.141 9.398
C -3.802 9.561 8.821
F -4.528 9.645 7.689
F -2.540 9.942 8.506
F -3.181 7.248 8.611
F -3.139 8.137 10.571
H -6.413 6.168 9.594
H -4.880 5.746 8.913
H -5.033 5.581 6.288
H -4.213 10.274 9.539
C 1.079 -3.317 -7.267
C 0.900 -3.736 -5.790
C 2.071 -4.489 -5.155
F 2.334 -5.656 -5.769
F 1.781 -4.794 -3.865
F -0.253 -4.433 -5.668
F 0.721 -2.584 -5.066
O 0.484 -4.157 -8.267
C 1.214 -5.279 -8.712
C 0.520 -6.603 -8.369
F 0.330 -6.741 -7.041
F 1.276 -7.654 -8.767
F 2.476 -5.211 -8.253
F 1.300 -5.159 -10.054
H 0.546 -2.370 -7.373
H 2.118 -3.076 -7.506
H 2.980 -3.882 -5.158
H -0.455 -6.669 -8.858
*
```